{"formula": "C6H10N", "method": "ωB97M-V/def2-TZVPD", "total_charge": 1, "species": ["N", "C", "C", "C", "C", "C", "C", "H", "H", "H", "H", "H", "H", "H", "H", "H", "H"], "coordinates": [[1.778, -1.191, -0.088], [0.558, -0.542, -0.630], [-0.681, -1.006, 0.102], [-0.917, 0.346, 0.858], [-1.765, 1.385, 0.219], [-0.757, 1.874, -0.601], [0.325, 0.895, 0.021], [2.169, -1.851, -0.782], [1.532, -1.632, 0.774], [2.411, -0.430, 0.105], [0.517, -0.653, -1.636], [-0.394, -1.774, 0.801], [-1.514, -1.355, -0.397], [-0.881, 0.351, 1.868], [-2.746, 1.813, 0.239], [-0.779, 2.530, -1.428], [1.145, 1.238, 0.575]]}

***

{"formula": "C4H9INO2", "method": "ωB97M-V/def2-TZVPD", "total_charge": 1, "species": ["C", "C", "C", "C", "N", "O", "O", "I", "H", "H", "H", "H", "H", "H", "H", "H", "H"], "coordinates": [[-1.049, -2.441, -0.413], [-1.446, -1.200, -0.028], [-0.854, -0.089, -0.813], [1.165, 0.340, 0.491], [1.384, 1.846, 0.667], [-1.168, 1.176, -0.564], [0.641, -0.038, -0.659], [2.993, -0.588, 0.708], [-1.442, -3.296, 0.146], [-0.169, -2.745, -0.974], [-2.180, -1.071, 0.742], [-0.985, -0.424, -1.870], [0.257, 0.130, 1.788], [0.466, 2.176, 1.036], [1.457, 2.309, -0.265], [2.118, 2.181, 1.395], [-1.186, 1.734, -1.388]]}

***

{"formula": "C41H42CuN7O5STe", "method": "ωB97M-V/def2-TZVPD", "total_charge": -2, "species": ["Cu", "N", "C", "C", "C", "C", "C", "C", "S", "O", "O", "N", "C", "N", "C", "C", "C", "N", "H", "H", "H", "H", "H", "H", "H", "H", "H", "C", "C", "C", "C", "N", "C", "C", "C", "C", "C", "C", "C", "H", "H", "H", "H", "H", "H", "H", "H", "C", "C", "O", "N", "Te", "C", "C", "C", "C", "C", "C", "C", "C", "C", "C", "C", "C", "C", "C", "C", "C", "C", "C", "H", "H", "H", "H", "H", "H", "H", "H", "H", "H", "H", "H", "H", "H", "H", "H", "H", "H", "H", "H", "H", "H", "H", "H", "H", "O", "N", "O"], "coordinates": [[-1.953, 0.994, 1.074], [2.292, 5.283, -1.325], [2.348, 4.649, -0.071], [2.303, 3.247, -0.040], [2.223, 2.609, 1.174], [2.171, 3.337, 2.391], [2.350, 4.703, 2.347], [2.549, 5.393, 1.114], [1.479, 2.526, 3.789], [1.416, 3.505, 4.859], [2.255, 1.313, 3.953], [0.039, 2.067, 3.211], [-0.814, 3.003, 2.793], [-0.582, 4.357, 2.959], [-1.627, 5.156, 2.802], [-2.916, 4.716, 2.510], [-3.020, 3.390, 2.127], [-1.976, 2.582, 2.213], [1.894, 4.597, -1.949], [1.758, 6.130, -1.416], [2.190, 2.765, -1.000], [2.059, 1.532, 1.224], [2.390, 5.256, 3.266], [2.601, 6.455, 1.044], [-1.379, 6.208, 2.920], [-3.823, 5.319, 2.507], [-3.981, 3.058, 1.732], [-3.956, -0.531, 4.409], [-5.037, -1.140, 3.781], [-5.180, -1.134, 2.395], [-4.116, -0.660, 1.617], [-3.116, -0.065, 2.263], [-3.022, 0.024, 3.551], [-4.032, -0.684, 0.100], [-4.892, -1.397, -0.743], [-4.725, -1.392, -2.138], [-3.688, -0.687, -2.677], [-2.789, -0.006, -1.877], [-2.985, 0.078, -0.464], [-3.837, -0.507, 5.483], [-5.841, -1.600, 4.247], [-5.987, -1.465, 1.818], [-2.212, 0.678, 3.941], [-5.710, -1.991, -0.304], [-5.467, -1.892, -2.719], [-3.645, -0.723, -3.737], [-1.932, 0.457, -2.328], [-1.704, 3.121, -1.122], [-0.501, 2.146, -1.026], [0.380, 2.325, -1.931], [-0.483, 1.216, -0.095], [2.419, -0.823, -0.215], [4.059, -2.040, -0.658], [5.198, -1.463, -1.266], [5.231, 0.040, -1.458], [6.184, -2.313, -1.756], [6.099, -3.684, -1.626], [7.235, -4.506, -2.138], [4.979, -4.242, -0.982], [3.985, -3.445, -0.462], [2.795, -4.069, 0.161], [0.843, -1.933, -1.078], [0.896, -2.232, -2.456], [1.948, -1.664, -3.359], [-0.094, -3.033, -2.988], [-1.199, -3.519, -2.282], [-2.237, -4.335, -2.956], [-1.208, -3.229, -0.946], [-0.258, -2.386, -0.351], [-0.414, -2.088, 1.086], [-2.444, 2.970, -0.393], [-2.145, 3.028, -2.123], [-1.335, 4.167, -1.041], [4.289, 0.340, -1.802], [6.032, 0.340, -2.080], [5.450, 0.504, -0.523], [6.983, -1.901, -2.276], [8.197, -4.219, -1.752], [7.315, -4.428, -3.187], [7.111, -5.564, -1.905], [4.931, -5.332, -0.802], [2.956, -5.127, 0.413], [1.880, -4.009, -0.393], [2.525, -3.475, 1.060], [1.955, -0.521, -3.171], [1.792, -1.873, -4.426], [2.934, -2.029, -3.086], [-0.074, -3.199, -4.058], [-2.736, -4.932, -2.187], [-1.864, -4.956, -3.760], [-3.012, -3.672, -3.390], [-2.027, -3.573, -0.339], [-1.239, -2.780, 1.397], [-0.725, -1.056, 1.266], [0.466, -2.427, 1.565], [-6.827, 1.148, 1.698], [-7.583, 2.058, 1.305], [-7.044, 3.161, 1.070]]}

***

{"formula": "C5H7OP", "method": "ωB97M-V/def2-TZVPD", "species": ["C", "C", "C", "C", "C", "O", "P", "H", "H", "H", "H", "H", "H", "H"], "coordinates": [[-0.530, -1.358, -0.945], [0.266, 2.474, -1.686], [0.712, -1.078, -0.245], [-0.879, -0.183, -1.439], [0.226, 1.485, 0.857], [1.089, 3.259, -1.968], [0.600, 0.729, -0.814], [-1.101, -2.261, -1.165], [0.784, -1.415, 0.847], [1.706, -1.533, -0.559], [-1.802, 0.111, -2.045], [0.339, 2.630, 0.860], [0.897, 1.060, 1.531], [-0.606, 1.079, 1.313]]}

***

{"formula": "C2HN3O3", "method": "ωB97M-V/def2-TZVPD", "species": ["O", "C", "N", "N", "C", "O", "N", "O", "H"], "coordinates": [[-2.855, 0.156, 0.255], [-1.640, 0.031, -0.077], [-0.932, 1.246, -0.206], [0.362, 1.360, 0.002], [0.991, 0.083, 0.177], [2.320, 0.127, 0.133], [0.354, -1.001, -0.099], [-1.046, -1.098, -0.059], [2.446, -0.904, -0.126]]}

***

{"formula": "C21H27N3O4S", "method": "ωB97M-V/def2-TZVPD", "species": ["C", "C", "O", "C", "C", "C", "C", "S", "O", "O", "N", "C", "C", "C", "C", "O", "N", "C", "C", "C", "C", "C", "N", "C", "C", "C", "C", "C", "C", "H", "H", "H", "H", "H", "H", "H", "H", "H", "H", "H", "H", "H", "H", "H", "H", "H", "H", "H", "H", "H", "H", "H", "H", "H", "H", "H"], "coordinates": [[-5.239, -2.078, 0.675], [-4.341, -1.624, -0.472], [-3.089, -2.287, -0.478], [-2.113, -1.900, 0.379], [-2.221, -0.858, 1.295], [-1.159, -0.554, 2.129], [0.002, -1.292, 2.054], [1.384, -0.860, 3.096], [2.228, -2.003, 3.282], [0.896, -0.166, 4.254], [2.258, 0.254, 2.212], [1.582, 1.501, 1.963], [2.620, 2.556, 1.589], [3.393, 2.111, 0.343], [2.540, 2.034, -0.927], [2.608, 1.117, -1.718], [1.727, 3.094, -1.140], [0.901, 3.169, -2.332], [-0.004, 1.970, -2.442], [0.071, 1.100, -3.522], [-0.773, 0.005, -3.565], [-1.668, -0.178, -2.523], [-1.748, 0.640, -1.486], [-0.933, 1.678, -1.448], [4.027, 0.743, 0.619], [2.959, -0.258, 1.058], [0.128, -2.322, 1.140], [-0.918, -2.641, 0.295], [-0.811, -3.747, -0.707], [-6.200, -1.575, 0.608], [-4.789, -1.854, 1.638], [-5.400, -3.152, 0.615], [-4.195, -0.539, -0.462], [-4.799, -1.903, -1.426], [-3.120, -0.269, 1.363], [-1.232, 0.235, 2.860], [1.065, 1.770, 2.885], [0.843, 1.394, 1.150], [3.326, 2.648, 2.416], [2.135, 3.524, 1.456], [4.188, 2.839, 0.132], [1.722, 3.870, -0.502], [0.309, 4.085, -2.276], [1.544, 3.213, -3.219], [0.790, 1.276, -4.310], [-0.737, -0.693, -4.387], [-2.349, -1.018, -2.511], [-1.032, 2.316, -0.578], [4.508, 0.372, -0.286], [4.772, 0.843, 1.408], [3.413, -1.202, 1.359], [2.265, -0.441, 0.224], [1.050, -2.882, 1.116], [-0.856, -3.339, -1.716], [0.121, -4.289, -0.584], [-1.648, -4.435, -0.596]]}

***

Record order is preserved below.
E: -7864.3362; -17969.0141; -126631.6030; -16631.1372; -12698.1335; -45711.3433 eV
Record order is preserved below.
Max |F|: 4.223; 4.720; 2.677; 4.445; 7.289; 1.006 eV Å⁻¹